A 2-piece molecular cluster, C3H6N2 overall in a non-equilibrium geometry, computed with ωB97M-V/def2-TZVPD.

Element x y z (Å)
C1 -0.6567 0.2258 -0.2783
C2 -1.5892 -0.7004 -0.4593
C3 -0.0712 1.2527 0.5228
N1 0.7184 0.3095 -0.3155
N2 1.6756 -0.5924 0.1306
H1 -1.3389 -1.6778 -0.9082
H2 -2.6685 -0.6850 -0.2035
H3 0.2228 2.7710 -0.0707
H4 -0.1375 1.3129 1.6818
H5 2.4849 -0.7464 -0.5469
H6 1.3604 -1.4699 0.4472

Output
F_max: 4.94 eV/A
HOMO: -8.64 eV
Gap between HOMO and LUMO: 9.38 eV
E_tot: -227.20424 Eh